[1]
The following is a DFT calculation (ωB97M-V with the def2-TZVPD basis set) of a single C23H24N2O5S molecule at a distorted geometry.

Element x y z (Å)
C -2.624 -3.790 -0.221
O -3.828 -3.065 -0.094
C -3.741 -1.725 0.135
C -4.940 -1.025 0.227
C -4.941 0.344 0.427
C -3.749 1.040 0.541
O -3.637 2.404 0.717
C -4.817 3.166 0.707
C -2.538 0.332 0.465
N -1.356 1.074 0.546
C -0.092 0.589 0.499
O 0.218 -0.569 0.706
C 0.956 1.621 0.230
C 0.961 2.849 0.880
C 1.997 3.746 0.688
C 3.038 3.421 -0.166
C 3.036 2.210 -0.833
C 2.003 1.297 -0.640
N 2.004 0.092 -1.357
C 3.090 -0.861 -1.186
C 3.213 -1.297 0.250
C 2.436 -2.347 0.721
C 2.500 -2.713 2.053
C 3.337 -2.033 2.923
C 4.109 -0.983 2.458
C 4.045 -0.614 1.126
S 0.648 -0.433 -2.155
C 1.236 -0.320 -3.873
O 0.359 -1.811 -1.904
O -0.388 0.546 -2.018
C -2.541 -1.039 0.270
H -2.058 -3.786 0.716
H -1.993 -3.392 -1.021
H -2.923 -4.810 -0.460
H -5.869 -1.564 0.132
H -5.887 0.858 0.487
H -5.474 2.902 1.542
H -5.363 3.049 -0.235
H -4.500 4.203 0.814
H -1.495 2.060 0.371
H 0.164 3.089 1.568
H 1.997 4.692 1.208
H 3.851 4.115 -0.319
H 3.840 1.965 -1.510
H 4.026 -0.415 -1.541
H 2.834 -1.715 -1.815
H 1.766 -2.852 0.044
H 1.890 -3.526 2.416
H 3.383 -2.318 3.964
H 4.759 -0.446 3.134
H 4.644 0.211 0.766
H 2.086 -0.976 -4.011
H 1.500 0.712 -4.056
H 0.418 -0.623 -4.514
H -1.592 -1.539 0.196

LUMO level, eV: 0.47
Gap between HOMO and LUMO, eV: 7.95
DFT total energy, hartree: -1774.72851
SMILES: COc1ccc(OC)c(NC(=O)c2ccccc2N(Cc2ccccc2)S(C)(=O)=O)c1

These are the natural (NBO) partial charges, in e, on atoms 1 to 5: -0.26, -0.50, 0.30, -0.25, -0.28

***

[2]
The following is a DFT calculation (ωB97M-V with the def2-TZVPD basis set) of a single C23H24N4O3 molecule at a distorted geometry.

Element x y z (Å)
C 0.642 4.453 -7.206
C 1.512 3.652 -6.244
C 2.422 2.680 -6.995
O 0.606 2.940 -5.403
C 0.992 2.430 -4.226
C 2.251 2.565 -3.640
C 2.518 2.003 -2.408
C 1.538 1.285 -1.724
C 1.815 0.690 -0.439
N 0.991 -0.002 0.295
C 1.740 -0.331 1.388
C 1.250 -1.111 2.505
C 2.089 -1.343 3.601
C 1.658 -2.096 4.673
C 0.372 -2.624 4.695
C -0.466 -2.383 3.625
C -0.033 -1.646 2.523
C -1.103 -1.576 1.477
C -2.126 -2.627 1.937
C -1.916 -2.769 3.455
N -2.831 -1.858 4.145
C -2.788 -1.862 5.600
C -3.475 -3.125 6.130
O -4.758 -3.268 5.580
N 2.961 0.144 1.318
O 3.024 0.809 0.135
C 0.275 1.138 -2.289
C 0.001 1.703 -3.525
C -1.282 1.552 -4.100
N -2.326 1.420 -4.555
H 0.015 3.778 -7.781
H -0.001 5.131 -6.651
H 1.267 5.028 -7.883
H 2.112 4.344 -5.636
H 3.004 2.074 -6.305
H 3.102 3.233 -7.636
H 1.817 2.017 -7.608
H 3.033 3.113 -4.141
H 3.496 2.116 -1.966
H 3.084 -0.928 3.579
H 2.325 -2.279 5.502
H 0.047 -3.230 5.529
H -1.534 -0.573 1.448
H -0.708 -1.781 0.484
H -1.916 -3.581 1.453
H -3.151 -2.342 1.710
H -2.125 -3.782 3.806
H -2.662 -0.917 3.804
H -3.357 -0.992 5.939
H -1.770 -1.790 6.011
H -3.593 -3.062 7.215
H -2.863 -4.011 5.904
H -4.686 -2.991 4.655
H -0.485 0.584 -1.761

LUMO level, eV: -0.13
Gap between HOMO and LUMO, eV: 8.74
DFT total energy, hartree: -1335.56945
SMILES: CC(C)Oc1ccc(-c2nc(-c3cccc4c3CC[C@@H]4NCCO)no2)cc1C#N

These are the natural (NBO) partial charges, in e, on atoms 1 to 5: -0.62, 0.10, -0.64, -0.50, 0.46

***

[3]
The following is a DFT calculation (ωB97M-V with the def2-TZVPD basis set) of C23H24N7O2RuSeSi as an isolated structure.

Element x y z (Å)
Ru -0.298 -0.332 0.534
O -0.399 -1.228 2.499
C 0.107 -0.717 3.589
C 0.578 -1.596 4.595
C 1.106 -1.131 5.772
C 1.194 0.244 6.036
C 0.739 1.117 5.079
C 0.213 0.672 3.850
C -0.269 1.695 2.948
N -0.626 1.483 1.734
N -1.149 2.574 1.036
C -1.704 2.152 -0.065
O -1.749 0.925 -0.479
C -2.341 3.176 -0.941
C -2.953 4.301 -0.400
C -3.537 5.242 -1.233
C -3.501 5.069 -2.610
C -2.884 3.950 -3.152
C -2.311 3.002 -2.320
H 0.502 -2.657 4.392
H 1.457 -1.841 6.511
H 1.597 0.602 6.972
H 0.783 2.185 5.256
H -0.344 2.718 3.316
H -2.964 4.427 0.674
H -4.019 6.113 -0.808
H -3.953 5.806 -3.260
H -2.849 3.817 -4.226
H -1.823 2.126 -2.720
N -0.087 -4.637 -0.720
C -0.852 -3.549 -0.668
N -0.156 -2.557 -0.154
C 1.061 -3.120 0.110
N 1.142 -4.389 -0.222
C 2.177 -2.385 0.754
C 3.373 -3.014 1.051
N 4.352 -2.357 1.676
C 4.121 -1.090 1.995
C 2.922 -0.444 1.693
N 1.962 -1.100 1.061
H -0.316 -5.551 -1.068
H -1.868 -3.502 -1.023
H 3.544 -4.050 0.794
H 4.904 -0.548 2.511
H 2.746 0.593 1.944
C 0.981 -2.416 -3.490
Si 0.336 -0.646 -3.315
C 0.864 0.317 -4.829
C -1.546 -0.739 -3.274
Se 1.287 0.338 -1.546
H 1.181 -2.652 -4.538
H 0.258 -3.151 -3.133
H 1.911 -2.548 -2.934
H 0.395 -0.082 -5.732
H 1.946 0.268 -4.960
H 0.586 1.367 -4.728
H -1.888 -1.684 -3.703
H -1.992 0.064 -3.864
H -1.947 -0.633 -2.268

LUMO level (spin up / spin down), eV: -0.45 / -1.61
Gap between HOMO and LUMO (spin up / spin down), eV: 6.98 / 5.91
<S²>: 8.763
Spin multiplicity: 6
DFT total energy, hartree: -4210.43186

These are the natural (NBO) partial charges, in e, on atoms 1 to 5: 1.60, -0.77, 0.38, -0.25, -0.18

***

[4]
The following is a DFT calculation (ωB97M-V with the def2-TZVPD basis set) of a 2-piece molecular cluster, C23H24O5S2 overall at a distorted geometry.

Element x y z (Å)
C 3.113 1.621 6.298
O 3.694 0.936 5.214
C 2.952 0.932 4.028
C 3.513 0.272 2.933
C 2.862 0.219 1.724
C 1.634 0.839 1.555
C 0.917 0.772 0.236
C 0.035 -0.410 0.137
C -1.268 -0.361 0.710
O -1.686 0.714 1.147
O -2.001 -1.524 0.768
C -1.235 -2.747 0.625
C -0.483 -3.001 1.933
C -2.218 -3.898 0.359
O -0.269 -2.722 -0.454
C 0.501 -1.583 -0.524
O 1.578 -1.542 -1.120
C 1.052 1.464 2.648
C 1.700 1.524 3.860
H 3.792 1.567 7.152
H 2.964 2.670 6.037
H 2.169 1.149 6.571
H 4.472 -0.197 3.062
H 3.295 -0.311 0.893
H 0.316 1.676 0.088
H 1.641 0.742 -0.586
H 0.209 -2.186 2.120
H -1.173 -3.061 2.772
H 0.088 -3.925 1.876
H -2.751 -3.715 -0.571
H -1.690 -4.846 0.272
H -2.949 -3.977 1.164
H 0.069 1.889 2.532
H 1.233 2.027 4.686
C 0.508 3.909 -3.336
C -0.797 3.869 -2.872
C -1.517 2.704 -2.929
C -0.944 1.523 -3.459
C -1.674 0.336 -3.532
S -1.003 -1.151 -4.165
C -2.527 -2.080 -4.207
C -3.484 -1.559 -3.149
S -3.336 0.214 -3.002
C 0.391 1.593 -3.922
C 1.095 2.767 -3.860
H 1.066 4.828 -3.292
H -1.249 4.759 -2.467
H -2.530 2.670 -2.574
H -2.950 -1.969 -5.211
H -2.297 -3.141 -4.068
H -4.525 -1.811 -3.376
H -3.253 -1.981 -2.166
H 0.841 0.708 -4.332
H 2.107 2.806 -4.226

LUMO level, eV: -2.65
Gap between HOMO and LUMO, eV: 3.55
DFT total energy, hartree: -2063.34789

These are the natural (NBO) partial charges, in e, on atoms 1 to 5: -0.25, -0.51, 0.27, -0.26, -0.20